No. 1
Entry from the Open Molecules 2025 dataset: an isolated molecule of C4H10N4O at a distorted geometry (wB97M-V/def2-TZVPD).

Computed properties:
Gap between HOMO and LUMO, eV: 9.8
Energy above the lowest of the compared OMol25 structures with the same formula, charge and spin, kcal per mole: 60.0

Geometry as ORCA input:
```
! RIJCOSX wB97M-V def2-TZVPD def2/J DEFGRID3
* xyz 0 1
H -2.46 0.26 1.33
N -2.04 -0.67 1.53
C -0.89 -0.84 0.95
C -0.17 -2.15 1.17
N -0.28 0.19 0.18
O -1.04 1.36 -0.03
C 0.55 -0.04 -0.92
N 0.42 -1.12 -1.64
H 1.13 -1.10 -2.35
N 1.38 0.99 -1.10
C 1.77 1.91 -0.05
H -0.57 -2.58 2.08
H -0.44 -2.78 0.31
H 0.92 -2.12 1.29
H -1.67 1.10 -0.76
H 1.93 0.97 -1.98
H 2.57 1.41 0.58
H 0.87 2.15 0.56
H 2.20 2.82 -0.51
*
```


No. 2
Entry from the Open Molecules 2025 dataset: a cluster of 2 separate species, C4H10N4O in total (wB97M-V/def2-TZVPD).

Computed properties:
Gap between HOMO and LUMO, eV: 8.5
Energy above the lowest of the compared OMol25 structures with the same formula, charge and spin, kcal per mole: 121.1

Geometry as ORCA input:
```
! RIJCOSX wB97M-V def2-TZVPD def2/J DEFGRID3
* xyz 0 1
C 1.05 -0.24 1.14
N -0.08 -0.93 1.06
C -1.22 -0.27 0.79
C -1.22 1.09 0.43
N -2.33 -1.08 0.65
O -2.07 -2.44 0.30
H 1.11 0.73 1.63
H 1.97 -0.81 1.13
H -0.76 1.80 1.11
H -2.08 1.48 -0.11
H -3.05 -0.73 0.03
H -1.14 -2.53 0.59
H 2.77 1.79 -1.39
N 2.10 1.73 -0.61
C 1.27 0.77 -0.73
N 1.14 -0.14 -1.76
H 0.06 1.01 -0.28
H 0.59 -0.97 -1.58
H 1.91 -0.26 -2.40
*
```


No. 3
Entry from the Open Molecules 2025 dataset: a cluster of 2 separate species, C4H10N4O in total at a distorted geometry (wB97M-V/def2-TZVPD).

Computed properties:
Gap between HOMO and LUMO, eV: 10.4
Energy above the lowest of the compared OMol25 structures with the same formula, charge and spin, kcal per mole: 98.1

Geometry as ORCA input:
```
! RIJCOSX wB97M-V def2-TZVPD def2/J DEFGRID3
* xyz 0 1
C 1.47 -0.88 1.08
C 1.35 -0.51 -0.40
N 2.64 -0.08 -0.93
C 0.36 0.56 -0.61
N 0.02 1.65 -0.80
H 1.75 0.00 1.66
H 2.24 -1.64 1.19
H 0.53 -1.27 1.45
H 1.04 -1.39 -0.98
H 2.58 0.17 -1.91
H 2.99 0.72 -0.41
H -1.17 -2.29 -0.52
N -1.44 -1.69 0.27
N -1.68 -0.55 -0.19
O -2.18 0.28 0.78
C -2.59 1.50 0.20
H -3.06 2.08 0.99
H -3.26 1.32 -0.64
H -1.59 2.01 -0.23
*
```


No. 4
Entry from the Open Molecules 2025 dataset: a structure of composition C4H10N4O2 at a distorted geometry (wB97M-V/def2-TZVPD).

Computed properties:
Gap between HOMO and LUMO, eV: 8.9
Energy above the lowest of the compared OMol25 structures with the same formula, charge and spin, kcal per mole: 262.6

Geometry as ORCA input:
```
! RIJCOSX wB97M-V def2-TZVPD def2/J DEFGRID3
* xyz 0 1
C -1.13 -0.65 1.53
C -0.36 -1.02 -0.98
C 0.74 0.01 -1.52
C 1.48 1.77 0.23
H -1.79 -1.62 1.87
H 0.06 -0.75 1.78
H -1.80 0.44 2.14
H -0.11 -1.79 -0.35
H -0.88 -1.71 -1.67
H -0.11 1.16 -1.65
H 1.19 -0.55 -2.51
H 1.70 1.83 1.38
H 2.21 2.51 -0.47
H 0.38 2.17 0.32
N -1.20 -0.40 -0.02
N 1.45 0.33 -0.26
N 2.14 -0.40 0.59
N -2.66 -0.24 -0.67
O 2.02 -1.60 0.19
O -3.33 0.50 0.07
*
```


The lowest energy above the lowest of the compared OMol25 structures with the same formula, charge and spin belongs to which entry?
number 1